A:
19
Properties=species:S:1:pos:R:3 method="wB97M-V/def2-TZVPD" e_homo_ev=-9.44 gap_ev=8.3586
O -1.5231 -0.9985 -1.4312
C -0.7417 -0.5800 -0.5764
N 0.3005 -1.3803 -0.2070
C 1.4161 -1.0302 0.6653
C 2.4858 -0.2502 -0.1530
S 1.9483 1.2947 -1.0208
C -1.3071 0.5863 0.2951
C -2.6652 1.0519 -0.1581
H 0.6299 -1.9293 -1.0330
H 1.0467 -0.4295 1.4898
H 1.7459 -2.0053 1.0311
H 3.3408 -0.0565 0.5045
H 2.9004 -0.7715 -1.0228
H 1.2485 1.6206 0.7671
H -0.6064 1.4318 0.3133
H -1.2027 0.1538 1.3316
H -2.7115 1.0702 -1.2473
H -3.0097 1.9891 0.2641
H -3.2955 0.2329 0.1877

B:
19
Properties=species:S:1:pos:R:3 method="wB97M-V/def2-TZVPD" e_homo_ev=-9.14 gap_ev=10.0276
C 0.6605 -2.4715 -0.8951
N 0.0931 -1.6887 0.2181
C 0.1587 -0.2450 -0.0207
C -0.8467 0.4760 0.8654
C -0.9628 1.9833 0.5012
S -2.2699 2.2078 -0.7785
C 1.5341 0.3196 0.2253
O 2.3152 0.6523 -0.6260
H -0.0747 -2.5127 -1.6930
H 1.6005 -2.0657 -1.2666
H 0.8607 -3.4830 -0.5384
H 0.5903 -1.9200 1.0724
H -0.1469 -0.1242 -1.0600
H -0.5431 0.4195 1.9169
H -1.8211 0.0164 0.7738
H -0.0284 2.3624 0.1104
H -1.3083 2.5380 1.3652
H -1.6298 3.1553 -1.4741
H 1.8186 0.3801 1.3038

C:
19
Properties=species:S:1:pos:R:3 method="wB97M-V/def2-TZVPD" e_homo_ev=-8.80 gap_ev=5.2356
C -0.8288 -0.7533 1.2816
C -0.3018 -2.1442 1.1632
S 0.5958 -2.6200 -0.3273
C 0.2785 0.3526 0.9678
N -0.2631 1.4769 0.1725
C 0.4041 1.6453 -1.1924
C 0.1059 0.4412 -2.0648
O 0.8704 0.7993 2.0317
H -1.6244 -0.6767 0.5266
H -1.1004 -0.5531 2.3201
H 0.4864 -2.2417 1.9326
H -1.0865 -2.8716 1.4143
H 1.0189 -0.2552 0.2978
H -0.0494 2.3109 0.7087
H -0.0068 2.6001 -1.5225
H 1.4645 1.8349 -0.9074
H -0.9890 0.4844 -2.1864
H 0.3926 -0.4884 -1.6148
H 0.6330 0.6586 -3.0016

D:
19
Properties=species:S:1:pos:R:3 method="wB97M-V/def2-TZVPD" e_homo_ev=-8.33 gap_ev=8.8976
C 1.8878 0.1707 0.2816
C 0.3878 -1.8861 0.0214
C -0.5224 1.6474 -0.7602
C -1.9038 -0.0696 0.4015
C 0.6540 -0.4459 -0.2816
N -0.4854 0.4257 0.0589
O 1.9407 0.9490 1.2823
S 3.3012 -0.1348 -0.4371
H -0.0398 -1.9795 1.0454
H 1.3655 -2.2662 0.1604
H -0.2115 -2.4075 -0.6841
H -0.9429 1.3672 -1.6710
H -1.3308 2.2977 -0.4669
H 0.4871 2.0676 -0.7272
H -2.3624 -0.5015 -0.4849
H -1.8423 -0.6469 1.2132
H -2.3982 0.8067 0.5694
H 0.8558 -0.2480 -1.3924
H 1.1594 0.8539 1.8711

Quick one: least stable of them? C